Below is 2 unconnected molecules or ions with the total composition C3H12N2OS, with properties calculated with wB97M-V/def2-TZVPD.

Properties
ΔE to the lowest compared entry with this formula, charge and spin, kcal per mole: 25.6
Frontier orbital gap, eV: 9.5
LUMO, hartree: 0.0259
2S+1: 1
HOMO, eV: -8.77

```
19
Properties=species:S:1:pos:R:3:mulliken_charge:R:1
N -0.04 1.80 0.72 -0.53
C 0.09 0.53 -0.02 0.05
C -1.22 -0.19 0.02 -0.63
S -1.77 -0.77 1.65 -0.30
C 0.60 0.86 -1.47 -0.79
N 1.98 1.15 -1.50 -0.59
H -0.47 2.59 0.27 0.22
H -1.33 0.33 2.36 0.14
H 0.85 1.99 1.18 0.23
H 0.86 -0.08 0.48 0.34
H -1.09 -1.01 -0.67 0.31
H -2.01 0.48 -0.29 0.34
H 0.17 -0.01 -2.03 0.33
H -0.16 1.48 -2.00 0.41
H 2.53 0.66 -2.19 0.23
H 2.10 2.13 -1.76 0.24
H 0.98 -2.22 -1.33 0.32
H 1.35 -2.54 0.16 0.32
O 1.75 -2.40 -0.74 -0.64
```

***

Below is a molecular structure, C4H8O3Pd, with properties calculated with wB97M-V/def2-TZVPD.

Properties
ΔE to the lowest compared entry with this formula, charge and spin, kcal per mole: 178.0
Frontier orbital gap (spin up / spin down), eV: 7.1 / 7.6
Expectation value of S²: 2.0052
LUMO (spin up / spin down), hartree: 0.0206 / 0.0034
2S+1: 3
HOMO (spin up / spin down), eV: -6.52 / -7.46

```
16
Properties=species:S:1:pos:R:3:lowdin_spin:R:1
O 0.42 -0.96 1.43 0.15
Pd -0.47 0.33 0.94 1.10
O 0.52 1.16 -0.19 0.24
C -0.47 1.35 -1.17 0.04
C -1.91 1.27 -0.63 0.05
O -2.10 0.41 0.46 0.31
H -0.35 0.57 -1.95 0.00
H -0.34 2.34 -1.65 0.01
H -2.55 0.91 -1.47 0.00
H -2.21 2.30 -0.34 0.00
C 0.69 -2.10 0.61 0.02
C 1.81 -1.14 0.73 0.07
H 0.20 -2.21 -0.36 0.00
H 0.75 -3.01 1.20 0.00
H 2.67 -1.64 1.18 0.01
H 2.39 -0.27 0.43 0.00
```

***

Below is C10H11NOS2 in the gas phase, with properties calculated with wB97M-V/def2-TZVPD.

Properties
ΔE to the lowest compared entry with this formula, charge and spin, kcal per mole: 19.0
Frontier orbital gap, eV: 7.7
LUMO, hartree: -0.0186
2S+1: 1
HOMO, eV: -8.18

```
25
Properties=species:S:1:pos:R:3:mulliken_charge:R:1
C 4.48 -0.52 0.89 -0.50
C 4.69 0.37 -0.16 -0.47
C 3.22 -0.81 1.32 -0.57
C 3.69 1.20 -0.57 -0.33
C 2.21 0.05 0.92 0.06
C 2.43 1.10 0.04 0.39
C 0.78 -0.11 1.27 0.44
C -2.54 1.47 -1.17 -1.04
C -2.62 -0.62 0.25 -1.05
C -2.84 0.93 0.30 -0.25
N 0.00 0.81 0.48 -0.17
O 0.30 -0.73 2.20 -0.57
S 0.96 1.93 -0.34 -0.09
S -1.58 1.61 1.48 0.09
H 5.34 -1.04 1.27 0.40
H 5.64 0.28 -0.75 0.31
H 2.94 -1.61 1.92 0.52
H 3.67 1.87 -1.47 0.29
H -1.49 1.05 -1.36 0.25
H -3.23 0.93 -1.82 0.37
H -2.84 2.51 -1.12 0.30
H -2.69 -0.83 1.37 0.23
H -1.62 -0.62 -0.22 0.28
H -3.49 -0.97 -0.30 0.47
H -3.68 1.32 0.70 0.63
```

***

Below is a molecular structure, CH3FO2, with properties calculated with wB97M-V/def2-TZVPD.

Properties
ΔE to the lowest compared entry with this formula, charge and spin, kcal per mole: 102.6
Frontier orbital gap, eV: 12.7
LUMO, hartree: 0.0293
2S+1: 1
HOMO, eV: -11.93

```
7
Properties=species:S:1:pos:R:3:mulliken_charge:R:1
C 0.24 0.42 -0.14 0.13
O -1.58 -0.82 0.19 -0.30
O -0.80 -0.09 -0.78 -0.18
F 1.47 -0.82 -0.29 -0.49
H 0.65 1.09 -0.82 0.24
H 0.29 0.35 0.87 0.24
H -1.06 -1.61 -0.01 0.37
```